(1)
A single C16H19Cl2NO3 molecule in a non-equilibrium geometry, computed with ωB97M-V/def2-TZVPD.

Summary:
energy: -1821.58040 hartree
ΔE to the lowest compared entry with this formula, charge and spin: 10.456 eV
structure (SMILES): CC1(C)[C@H](C(=O)Nc2ccc(Cl)c(Cl)c2)CC[C@]1(C)C(=O)O
HOMO-LUMO gap: 0.34111 Ha

Last column: natural (NBO) charge in e.
Positions of all 41 atoms, in Å:
C: -2.040 0.058 -3.269  -0.6220
H: -3.167 -0.063 -3.454  0.2536
H: -1.839 0.673 -4.123  0.2310
H: -1.571 -0.998 -3.548  0.2081
C: -1.463 0.396 -2.058  -0.1729
C: -2.111 -0.529 -0.898  0.8369
O: -1.681 -1.562 -0.710  -0.6020
O: -3.293 -0.273 -0.336  -0.7160
H: -3.590 -0.944 0.320  0.5048
C: -2.124 1.875 -1.619  -0.4218
C: -1.428 2.246 -0.230  -0.4088
H: -1.864 2.024 0.618  0.2346
H: -0.900 3.365 -0.619  0.2125
C: -0.124 1.451 -0.291  -0.2832
C: -0.023 0.438 0.826  0.6851
O: -1.017 0.292 1.553  -0.6220
N: 1.302 0.299 1.227  -0.5901
C: 1.623 -0.614 2.369  0.1519
C: 0.503 -1.390 3.088  -0.1816
C: 1.049 -2.111 4.248  -0.1168
C: 2.476 -2.496 4.328  -0.1480
C: 3.338 -1.713 3.734  -0.0592
C: 2.834 -0.914 2.608  -0.2560
H: 3.639 -0.325 2.054  0.2155
Cl: 4.940 -2.292 3.700  0.0290
Cl: 2.897 -3.450 5.542  0.1069
H: 0.509 -2.608 4.685  0.1427
H: -0.558 -1.241 3.029  0.2601
H: 2.038 0.615 0.857  0.3808
H: 0.874 2.141 -0.311  0.2301
C: -0.163 0.531 -1.632  -0.0446
C: 0.761 -0.808 -1.629  -0.5879
H: 1.714 -0.484 -1.407  0.1916
H: 0.729 -1.211 -2.571  0.2132
H: 0.423 -1.337 -0.792  0.2359
C: 0.380 1.418 -2.679  -0.6418
H: 0.532 0.780 -3.816  0.2270
H: 0.048 2.632 -2.733  0.2403
H: 1.592 1.614 -2.482  0.2079
H: -3.245 1.825 -1.141  0.2589
H: -1.999 2.690 -2.442  0.2162

=====

(2)
3 unconnected molecules or ions with the total composition C4H8N2 in a non-equilibrium geometry, computed with ωB97M-V/def2-TZVPD.

Summary:
energy: -266.45715 hartree
ΔE to the lowest compared entry with this formula, charge and spin: 7.207 eV
HOMO-LUMO gap (alpha / beta): 0.29453 / 0.29440 Ha

Last column: natural (NBO) charge in e.
Positions of all 14 atoms, in Å:
C: -0.992 -1.169 -0.378  -0.7267
C: 0.103 -0.248 -0.185  0.2485
N: 1.912 -1.137 -1.051  -1.0099
C: 1.114 0.452 -0.065  -0.0662
C: -0.683 1.468 0.978  0.0522
N: -1.890 1.237 1.216  -0.6954
H: 2.178 -0.694 -1.929  0.3325
H: 2.760 -1.270 -0.501  0.3371
H: -2.384 1.966 1.745  0.3444
H: 1.838 1.217 0.106  0.2468
H: -0.136 2.361 1.329  0.1405
H: -0.738 -2.148 0.030  0.2597
H: -1.213 -1.271 -1.442  0.2535
H: -1.867 -0.763 0.147  0.2830

=====

(3)
A molecular structure, C26H48Cl3N5O3PPtSi in a non-equilibrium geometry, computed with ωB97M-V/def2-TZVPD.

Summary:
energy: -3649.86349 hartree
net charge: -1
ΔE to the lowest compared entry with this formula, charge and spin: 0.000 eV
expectation value of S²: 2.009
multiplicity: 3
HOMO-LUMO gap (alpha / beta): 0.15612 / 0.22928 Ha

Last column: Löwdin spin population.
Positions of all 88 atoms, in Å:
C: -1.672 -1.956 -3.243  -0.0003
C: -1.201 -2.989 -2.278  0.0024
H: -1.380 -2.215 -4.263  0.0001
H: -1.262 -0.963 -2.991  0.0002
H: -2.772 -1.870 -3.209  -0.0001
C: -0.760 -4.215 -2.594  0.0084
C: -0.610 -4.742 -3.985  0.0017
H: -0.495 -4.922 -1.809  0.0003
H: -0.813 -3.994 -4.759  0.0000
H: -1.257 -5.612 -4.169  0.0003
H: 0.422 -5.089 -4.121  0.0005
Pt: -0.081 0.134 0.305  1.2255
Cl: -2.392 0.147 0.720  0.1786
Cl: -0.414 1.188 -1.877  0.0811
H: 0.448 4.750 3.405  -0.0001
H: -1.653 5.856 2.218  0.0003
C: 0.783 4.522 2.385  0.0010
C: -1.223 5.487 1.280  0.0016
N: -0.374 4.329 1.512  0.0012
H: 1.388 3.614 2.387  0.0004
C: -0.621 3.150 0.941  0.0068
O: 0.196 2.183 1.102  0.0765
H: -2.029 5.197 0.603  0.0002
H: -1.530 3.038 0.332  -0.0003
H: 1.371 5.371 2.024  0.0000
H: -0.645 6.305 0.833  0.0000
H: 1.398 -1.326 -3.146  0.0011
H: 2.215 -3.623 -1.849  0.0015
C: 2.312 -0.863 -2.749  0.0032
C: 3.108 -2.989 -1.720  0.0033
N: 2.753 -1.583 -1.553  0.0396
H: 2.139 0.187 -2.509  0.0002
C: 2.707 -1.042 -0.333  0.0536
O: 2.130 0.059 -0.068  0.0172
H: 3.667 -3.312 -0.832  0.0003
H: 3.205 -1.640 0.453  0.0026
H: 3.098 -0.977 -3.509  0.0013
H: 3.725 -3.106 -2.618  0.0001
O: -0.096 -1.719 -0.616  0.1248
C: -1.221 -2.500 -0.835  0.0102
C: -0.034 -4.185 0.627  0.0007
C: -1.233 -3.600 0.226  -0.0005
H: 0.893 -3.837 0.171  0.0006
C: -0.052 -5.196 1.593  0.0000
H: -2.136 -1.901 -0.717  0.0017
C: -2.449 -4.001 0.772  0.0001
H: 0.896 -5.638 1.898  0.0000
C: -1.274 -5.625 2.124  0.0001
C: -2.472 -5.029 1.709  0.0000
H: -3.349 -3.499 0.414  0.0003
H: -1.288 -6.437 2.851  0.0000
H: -3.435 -5.368 2.101  0.0000
Si: -0.540 4.724 -5.092  0.0005
Cl: -0.781 3.073 -6.330  0.0006
C: 1.293 4.860 -4.734  0.0001
C: -1.593 4.385 -3.585  0.0025
C: -1.113 6.257 -6.023  0.0000
H: 1.677 3.918 -4.324  0.0002
H: 1.469 5.664 -4.007  0.0000
H: 1.846 5.092 -5.654  0.0000
H: -0.487 6.436 -6.907  0.0000
H: -1.040 7.136 -5.366  0.0000
H: -2.154 6.157 -6.355  0.0000
H: -1.262 3.478 -3.057  0.0036
H: -2.639 4.242 -3.889  0.0000
H: -1.538 5.239 -2.897  0.0001
C: 1.768 -1.201 5.027  0.0007
N: 1.800 0.237 4.664  0.0091
C: 0.702 0.956 5.363  0.0008
N: -0.620 0.340 5.100  0.0082
C: -0.587 -1.098 5.453  0.0007
N: 0.466 -1.831 4.714  0.0073
C: 0.206 -1.958 3.290  0.0088
P: 0.154 -0.265 2.532  0.0799
C: 1.765 0.427 3.214  0.0135
C: -1.067 0.551 3.719  0.0111
H: 1.909 -1.306 6.118  0.0003
H: 2.569 -1.733 4.497  0.0000
H: 0.685 1.997 5.010  0.0000
H: 0.896 0.917 6.452  0.0002
H: -1.565 -1.552 5.242  0.0000
H: -0.351 -1.208 6.527  0.0003
H: 1.001 -2.540 2.803  0.0002
H: -0.752 -2.466 3.111  0.0003
H: 1.858 1.494 2.949  0.0009
H: 2.603 -0.111 2.741  0.0006
H: -2.067 0.109 3.572  0.0007
H: -1.139 1.630 3.489  0.0003

=====

(4)
2 unconnected molecules or ions with the total composition C7H17BrN in a non-equilibrium geometry, computed with ωB97M-V/def2-TZVPD.

Summary:
energy: -2905.22109 hartree
net charge: +1
ΔE to the lowest compared entry with this formula, charge and spin: 4.621 eV
HOMO-LUMO gap (alpha / beta): 0.29733 / 0.33058 Ha

Last column: natural (NBO) charge in e.
Positions of all 26 atoms, in Å:
C: -0.023 -2.252 0.838  -0.5604
C: 1.721 -0.546 0.187  -0.6220
C: 0.145 -1.632 -1.571  -0.6365
C: -1.119 2.308 1.019  -0.4385
C: 0.087 1.857 -1.080  -0.4130
C: -0.693 -0.006 0.258  0.1512
C: 0.289 -1.043 -0.097  -0.2288
N: -0.218 1.345 0.292  -0.4794
Br: -2.542 -0.272 -0.049  0.1941
H: -0.849 -2.692 0.347  0.2293
H: -0.037 -1.717 1.769  0.2046
H: 0.857 -2.865 0.761  0.2233
H: 1.750 0.057 1.065  0.1899
H: 2.339 -1.445 0.303  0.2576
H: 2.180 -0.028 -0.724  0.2296
H: 0.778 -2.518 -1.954  0.2636
H: 0.388 -0.921 -2.412  0.2166
H: -0.899 -2.057 -1.661  0.2326
H: -1.214 2.028 2.114  0.2572
H: -0.729 3.276 0.897  0.2332
H: -2.212 2.346 0.623  0.2602
H: 0.756 2.608 -1.207  0.2461
H: 0.212 0.997 -1.685  0.2352
H: -0.929 2.300 -1.381  0.2333
H: -0.612 -0.429 2.457  0.0641
H: 0.573 1.300 0.894  0.4569

=====

> Which value of energy does entry 2 give?

-266.45715 hartree

=====

> What is the ΔE to the lowest compared entry with this formula, charge and spin in the fourth record?

4.621 eV

=====

> Look up the energy of the fourth one.

-2905.22109 hartree